Record 1
Density functional theory data (ωB97M-V/def2-TZVPD) for a structure of composition C39H35N7OPRuSi.

Net charge: +2
2S+1: 2
HOMO-LUMO gap (spin up / spin down) in eV: 6.56 / 6.77
⟨S²⟩: 0.76
LUMO (spin up / spin down) in eV: -6.80 / -6.87
Energy above the lowest of the compared OMol25 structures with the same formula, charge and spin in eV: 0.4650

Geometry (Å):
Ru  -0.0177  -0.7290  -0.3932
P  -1.4820  1.1524  -0.4234
Si  2.3522  -0.3589  -0.8439
O  0.3976  -2.0626  -2.7669
N  1.0135  0.9278  2.4087
N  -1.0522  -2.3606  3.3317
N  -0.6794  -1.8882  5.5431
N  -1.3260  -2.4998  -0.2175
N  -0.0741  -0.9927  1.6735
N  -0.1717  -0.8319  -2.3815
N  0.1597  -0.4473  3.9798
C  3.7657  -2.8553  -1.2399
C  -2.6541  2.8453  -2.2179
C  -0.7348  2.6662  0.2528
C  -1.5010  -2.8603  1.0658
C  -2.1039  1.3936  -4.4997
C  -2.9620  0.7188  1.8583
C  -1.9334  -3.1945  -1.1774
C  0.3622  -0.1952  2.6976
C  -3.1001  3.2992  -3.4480
C  0.5081  3.0255  -0.2762
C  4.6623  -0.1542  2.6253
C  -4.2458  0.7323  -0.1890
C  3.2734  -1.6838  -1.8176
C  -0.7067  4.6395  1.6228
C  3.7950  -0.6147  1.6474
C  1.1418  4.1771  0.1551
C  3.3778  0.2320  0.6193
C  4.6909  2.0147  1.5862
C  -1.3456  3.4818  1.1995
C  -0.8400  -0.2835  -3.3269
C  4.6127  -3.6853  -1.9576
C  -3.0249  0.8654  0.4690
C  3.8266  1.5540  0.6034
C  -0.8398  -2.0449  2.0863
C  -0.5126  -1.5594  4.2695
C  5.1111  1.1599  2.5955
C  -2.7435  -4.2822  -0.9091
C  -2.9284  -4.6615  0.4135
C  -1.6245  0.9186  -3.2660
C  3.6053  -1.3870  -3.1435
C  -4.1179  0.4874  2.5819
C  0.5347  4.9841  1.1102
C  -2.2999  -3.9440  1.4132
C  4.9591  -3.3678  -3.2641
C  -5.3391  0.3861  1.9260
C  -5.3993  0.5023  0.5452
C  -2.8282  2.5607  -4.5935
C  4.4494  -2.2232  -3.8603
C  -1.9330  1.6611  -2.1049
H  -3.5579  -5.5068  0.6564
H  -1.1906  5.2801  2.3483
H  2.3414  0.8009  -1.8017
H  5.0072  -4.5810  -1.4959
H  -0.2943  -1.3059  6.2671
H  -4.2990  0.8168  -1.2667
H  4.9944  -0.8220  3.4098
H  -3.6647  4.2194  -3.5129
H  3.2407  -0.4763  -3.6085
H  3.5205  2.2217  -0.1942
H  3.5022  -3.1230  -0.2234
H  -2.3151  3.2266  1.6053
H  5.0418  3.0384  1.5578
H  5.6278  -4.0124  -3.8186
H  0.9620  2.4001  -1.0390
H  -1.1908  -2.7204  5.7800
H  3.4520  -1.6431  1.6885
H  -0.7832  -0.7879  -4.2877
H  -3.2143  -4.8198  -1.7192
H  1.2665  -1.8853  -3.1690
H  1.0249  5.8880  1.4462
H  2.1021  4.4573  -0.2579
H  -1.7596  -2.8775  -2.1963
H  1.2698  1.1612  1.4679
H  -2.0125  0.8107  2.3719
H  -2.8747  3.4167  -1.3242
H  -4.0706  0.3966  3.6593
H  -1.8809  0.8239  -5.3941
H  4.7157  -1.9752  -4.8793
H  -2.4044  -4.1865  2.4599
H  -3.1800  2.9074  -5.5554
H  5.7936  1.5159  3.3558
H  1.3477  1.4844  3.1772
H  -6.3504  0.4206  0.0361
H  -6.2445  0.2184  2.4937

***

Record 2
Density functional theory data (ωB97M-V/def2-TZVPD) for a cluster of 8 separate species, C39H36Br3N7O6 in total.

Structure (SMILES): O=[N+]([O-])c1ccccc1.O=[N+]([O-])c1ccccc1.O=[N+]([O-])c1ccccc1.BrC(Br)Br.c1ccncc1.c1ccncc1.c1ccncc1.c1ccncc1
HOMO-LUMO gap in eV: 8.99
LUMO in eV: -0.54
Energy above the lowest of the compared OMol25 structures with the same formula, charge and spin in eV: 3.7026

Geometry (Å):
Br  -0.3793  9.3078  -1.5609
Br  -3.5564  8.8005  -2.5554
Br  -2.9472  10.3739  0.2349
O  -2.3728  -0.1331  9.0734
O  -1.5822  0.0691  1.8816
O  -0.2171  0.0682  8.7138
O  -3.3807  0.9313  0.9063
O  -0.3554  -4.0258  -6.0597
O  -0.7020  -2.6772  -4.4090
N  2.7661  8.2342  -7.6087
N  -3.3266  -9.3099  6.9923
N  -3.9096  3.6694  -9.2838
N  -1.2015  -0.4033  9.2853
N  -2.1521  0.8030  1.0237
N  0.0325  -3.4108  -5.0396
N  4.1124  -2.2377  4.2408
C  3.2569  -3.2823  -3.0367
C  3.7274  -3.5231  4.3912
C  -4.1659  2.4839  -8.6522
C  1.4413  8.9167  -9.4631
C  1.6260  8.2189  -8.3215
C  -2.2112  -7.6687  5.7493
C  -1.9273  -1.7674  11.2569
C  -0.9507  -1.5036  10.2542
C  3.6680  9.7927  -9.2208
C  2.4320  -4.0960  -5.5665
C  -1.8201  2.1729  -1.0358
C  -0.9981  2.9690  -1.8440
C  -1.2877  1.6858  0.1609
C  1.4835  -3.5717  -4.6883
C  2.4647  9.6738  -9.8832
C  -3.5075  -6.9729  7.5748
C  5.7084  -4.0119  5.7166
C  6.0839  -2.6561  5.6431
C  5.3524  -1.8644  4.7695
C  0.2892  -2.1556  10.1493
C  0.0106  1.9516  0.5584
C  -0.4260  -3.3978  12.1438
C  -2.7811  -6.6385  6.5000
C  0.7915  2.6250  -0.2911
C  3.7672  9.0301  -8.0780
C  0.5451  -3.1099  11.1747
C  1.9185  -3.1200  -3.4416
C  0.3261  3.1794  -1.4729
C  -4.9916  1.4120  -10.6388
C  -1.6814  -2.7733  12.1611
C  -4.6142  1.3303  -9.2827
C  3.7242  -4.3718  -5.1774
C  -4.2336  3.7239  -10.5906
C  -2.2670  8.9661  -0.9630
C  -4.7822  2.6223  -11.2993
C  4.1381  -3.9690  -3.8855
C  -2.4388  -9.0112  6.0305
C  -3.8702  -8.3179  7.7419
C  4.5529  -4.4346  5.0613
H  5.5626  -0.8096  4.6717
H  0.9284  3.7698  -2.1474
H  4.7342  9.0671  -7.5985
H  2.8054  -3.7334  3.8696
H  -0.2292  -4.1455  12.8979
H  -3.9556  -6.1960  8.1765
H  -2.4295  -2.9720  12.9143
H  0.7688  7.6881  -7.9345
H  -4.0089  4.6176  -11.1538
H  4.5184  10.3907  -9.5135
H  1.3005  -2.6465  -2.6931
H  -5.3750  0.6247  -11.2708
H  0.4840  8.9783  -9.9594
H  -4.0300  2.4645  -7.5809
H  -4.5502  -8.5983  8.5327
H  6.4106  -4.6264  6.2605
H  1.4560  -3.6897  11.1541
H  0.9557  -2.0863  9.3023
H  -4.9157  2.6901  -12.3689
H  -1.6053  -7.4641  4.8791
H  5.1675  -4.1054  -3.5885
H  -2.8095  -1.1444  11.2644
H  4.4169  -4.8529  -5.8520
H  -4.9144  0.4314  -8.7648
H  7.0248  -2.3459  6.0731
H  -2.8716  2.1783  -1.2819
H  0.3325  1.6270  1.5369
H  -2.2622  -9.9114  5.4606
H  -2.2153  8.0054  -0.4506
H  3.4681  -2.7692  -2.1101
H  2.0534  -4.4872  -6.4992
H  -1.2442  3.4964  -2.7538
H  2.4492  10.2128  -10.8190
H  1.8249  2.7994  -0.0301
H  -2.5911  -5.6143  6.2148
H  4.1642  -5.4404  5.1227

***

Record 3
Density functional theory data (ωB97M-V/def2-TZVPD) for a structure of composition C39H36ClN5O2SW.

Net charge: +2
2S+1: 3
HOMO-LUMO gap (spin up / spin down) in eV: 6.17 / 7.05
⟨S²⟩: 2.02
LUMO (spin up / spin down) in eV: -7.15 / -6.81
Energy above the lowest of the compared OMol25 structures with the same formula, charge and spin in eV: 0.0000

Geometry (Å):
W  0.9981  0.3537  -0.4633
Cl  3.0092  2.5192  -7.0496
S  -5.0738  -2.1603  1.3086
O  2.4980  1.1699  -1.3759
O  0.4467  -1.5703  -4.1858
N  -7.1357  -3.2173  -2.6075
N  -0.1063  1.7959  -1.5855
N  -0.9885  -0.5728  0.1142
N  0.8508  -0.9574  -1.9334
N  0.1663  1.8279  1.0060
C  1.6048  2.2744  -4.7720
C  -3.2774  3.5372  -0.5693
C  -0.3865  2.6684  3.1809
C  0.6458  -1.2520  -3.0851
C  3.6445  -0.1171  1.0372
C  3.9386  1.7215  -4.6442
C  -2.6029  -1.2068  1.7670
C  -1.3726  -0.7305  1.3969
C  0.4428  1.9719  2.2930
C  0.7404  -2.4189  3.2636
C  -3.1514  -1.3673  -0.5515
C  -1.8817  3.0992  1.3471
C  4.7947  0.5772  0.3566
C  -1.8941  -0.8881  -0.8297
C  1.2092  -3.0232  0.4387
C  2.5783  1.4982  -2.6803
C  -7.3268  -2.0395  -2.0238
C  3.5954  -1.8384  -0.8194
C  2.2509  -0.3039  4.5548
C  -0.9669  2.4345  0.5162
C  -5.6763  -3.8245  -0.8089
C  2.9452  -1.1751  0.3853
C  -3.0542  3.6474  0.7741
C  1.8802  -1.8217  1.0671
C  -3.5377  -1.5487  0.7789
C  3.8205  1.4178  -3.3036
C  -5.8654  -2.5799  -0.2266
C  3.3468  0.2067  2.3596
C  -6.7148  -1.6671  -0.8328
C  2.8288  2.1418  -5.3828
C  -6.3327  -4.0886  -2.0038
C  2.3988  -0.5511  3.0769
C  -1.1927  2.3810  -0.8738
C  1.6538  -1.5410  2.4394
C  -1.5583  3.2029  2.7184
C  -2.3343  2.9081  -1.4104
C  4.1147  1.2876  3.0732
C  0.2219  2.2262  -2.7617
C  1.4590  1.9337  -3.4166
H  -4.1748  3.9508  -1.0076
H  -2.2359  3.7188  3.3878
H  4.9655  0.2031  -0.6452
H  1.3510  1.5025  2.6389
H  3.3703  -1.3650  -1.7731
H  4.8989  1.6438  -5.1362
H  -0.4427  2.9275  -3.2616
H  3.4621  1.9203  3.6763
H  -0.0922  2.7533  4.2170
H  1.2920  -3.0147  -0.6421
H  4.6753  -1.8288  -0.6901
H  4.6820  1.1090  -2.7297
H  5.7137  0.4429  0.9295
H  -3.8181  -1.6033  -1.3683
H  -2.8332  -1.3188  2.8183
H  3.3014  -2.8816  -0.8882
H  -0.6465  -0.4606  2.1483
H  3.1480  -0.6348  5.0842
H  1.3278  -2.9787  3.9942
H  -3.7651  4.1520  1.4152
H  0.0093  -1.8429  3.8342
H  -6.9050  -0.6985  -0.3909
H  -8.0007  -1.3553  -2.5261
H  4.6553  1.9345  2.3905
H  -6.2096  -5.0481  -2.4922
H  1.4066  -0.8253  4.9924
H  1.6755  -3.9403  0.8083
H  0.7553  2.6343  -5.3379
H  -1.5863  -0.7539  -1.8565
H  -2.5338  2.8505  -2.4727
H  2.1450  0.7577  4.7850
H  4.6119  1.6493  0.2759
H  0.1967  -3.1440  2.6691
H  0.1501  -3.0768  0.6813
H  -5.0459  -4.5728  -0.3474
H  4.8428  0.8532  3.7633

***

Record 4
Density functional theory data (ωB97M-V/def2-TZVPD) for a structure of composition C39H37BaNO2P2S.

Net charge: +2
HOMO-LUMO gap in eV: 8.02
LUMO in eV: -5.32
Energy above the lowest of the compared OMol25 structures with the same formula, charge and spin in eV: 0.2041

Geometry (Å):
Ba  1.0408  -0.9162  -0.7379
S  4.0984  -2.1479  -1.4860
P  -1.4398  0.8955  -2.1354
P  0.4216  -1.9496  2.6076
O  2.7879  -2.1349  -2.2868
O  -0.1948  -3.3946  -1.0780
N  -0.7440  -2.9091  -2.2985
C  -3.1411  -2.2778  -4.0810
C  -0.9468  -1.4093  4.9811
C  -3.8429  -1.6805  -5.1192
C  1.8859  -1.2787  3.4729
C  4.2025  -0.5175  -0.7702
C  3.0484  -2.0410  3.5985
C  5.3886  -2.0689  -2.7108
C  -3.8324  -0.3018  -5.2592
C  -1.7362  4.7547  -3.5005
C  -2.0482  -1.0159  5.7212
C  -1.1714  2.4709  -2.9945
C  -2.4244  -0.0947  -3.3125
C  -2.5990  1.2847  -0.7900
C  -3.9470  0.9433  -0.8164
C  0.4522  -3.7333  3.0217
C  -2.4420  -1.4878  -3.1774
C  -0.9797  -1.3462  3.5860
C  4.1546  -0.2144  4.7059
C  -4.2720  2.0478  1.2976
C  -2.9224  2.3841  1.3375
C  3.8629  0.6000  -1.5427
C  -2.0912  1.9944  0.3030
C  -0.1259  2.5335  -3.9166
C  -1.9760  3.5884  -2.7870
C  0.1040  3.6957  -4.6352
C  1.8806  0.0305  3.9572
C  4.1892  1.9846  0.3992
C  4.1766  -1.5117  4.2128
C  -0.7012  4.8075  -4.4227
C  -2.1275  -0.8862  2.9474
C  3.0060  0.5555  4.5744
C  -3.1219  0.4881  -4.3637
C  -1.7169  -2.1304  -2.0599
C  3.8590  1.8512  -0.9505
C  -4.7788  1.3221  0.2320
C  -3.1943  -0.5664  5.0753
C  -3.2352  -0.5023  3.6918
C  4.5212  -0.3923  0.5771
C  4.5189  0.8719  1.1609
H  4.1903  2.9649  0.8575
H  2.9806  1.5610  4.9750
H  3.0691  -3.0660  3.2476
H  0.4941  1.6587  -4.0895
H  -4.3918  -2.2953  -5.8193
H  0.3167  -4.1586  -1.3645
H  3.6012  2.7250  -1.5352
H  -0.4948  -4.1625  2.6982
H  4.7617  0.9820  2.2092
H  -2.0418  -1.9484  -1.0307
H  -2.7908  3.5522  -2.0747
H  1.2579  -4.2550  2.5069
H  -0.0587  -1.7604  5.4942
H  -3.1017  1.5624  -4.5000
H  -5.8291  1.0627  0.2032
H  -2.3629  5.6219  -3.3394
H  -2.5269  2.9493  2.1713
H  0.5618  -3.8675  4.0979
H  5.0248  0.1892  5.2073
H  -3.1403  -3.3534  -3.9627
H  -4.3714  0.1643  -6.0731
H  3.5988  0.4782  -2.5895
H  0.9061  3.7368  -5.3604
H  5.3834  -3.0201  -3.2398
H  5.0629  -2.1220  4.3316
H  -4.1288  -0.1568  3.1901
H  -4.9290  2.3584  2.0999
H  -2.0177  -1.0656  6.8016
H  -0.5202  5.7167  -4.9807
H  6.3411  -1.9317  -2.1989
H  -2.1588  -0.8345  1.8639
H  4.7643  -1.2710  1.1641
H  0.9780  0.6275  3.8880
H  -4.3581  0.4004  -1.6587
H  -1.0417  2.2767  0.3189
H  5.1829  -1.2461  -3.3933
H  -4.0576  -0.2681  5.6556

***

Record 5
Density functional theory data (ωB97M-V/def2-TZVPD) for a structure of composition C39H37BrCsN5O4S2.

HOMO-LUMO gap in eV: 8.05
LUMO in eV: 0.19
Energy above the lowest of the compared OMol25 structures with the same formula, charge and spin in eV: 1.0117

Geometry (Å):
Cs  0.3209  0.8646  -0.4961
Br  -0.5413  6.2481  0.6065
S  4.0224  -0.2538  -1.3812
S  -0.8507  -1.8066  -2.9547
O  0.2327  3.4044  -0.2236
O  -0.1516  -1.2940  -1.7352
O  2.6132  -0.3636  -0.8978
O  -0.8577  2.7407  -2.0600
N  -2.4169  1.0997  1.5524
N  -2.9876  2.3983  3.2697
N  -0.6280  -0.3409  3.1263
N  2.0894  -2.6740  3.4827
N  0.7819  -2.3702  1.7028
C  4.3427  1.4851  -1.6958
C  -4.2912  4.6782  0.6533
C  -0.2777  3.5864  -1.3458
C  -3.3241  2.6344  -0.2354
C  0.4436  7.4254  -3.2153
C  -3.0611  2.2391  1.0731
C  2.5908  -0.7825  -3.7500
C  4.3464  -4.3858  1.0891
C  -2.1151  -6.0394  -1.8823
C  3.9864  -3.9149  2.3377
C  -3.9363  3.8579  -0.4264
C  -1.1450  -3.9257  -1.2580
C  -2.2945  -5.5830  -3.1835
C  0.4655  -2.1264  -4.2043
C  3.9868  -0.8196  -3.1330
C  3.3233  2.4227  -1.7479
C  -2.3906  1.2457  2.8436
C  -1.3059  -3.4947  -2.5629
C  -1.5493  -5.2123  -0.9238
C  2.7639  -3.2596  2.4298
C  -3.4211  3.0697  2.1396
C  -0.0955  4.9781  -1.9547
C  3.6366  3.7543  -1.9908
C  -4.0420  4.2990  1.9592
C  0.1501  5.0511  -3.3254
C  5.9739  3.1934  -2.1125
C  0.9231  -2.1676  2.9794
C  2.3016  -3.5565  0.0798
C  -0.0779  -1.4689  3.8371
C  4.9561  4.1376  -2.1784
C  1.8672  -2.1171  -3.6038
C  1.9278  -3.0631  1.3245
C  3.5112  -4.2146  -0.0249
C  -0.0981  6.1686  -1.2386
C  5.6689  1.8651  -1.8611
C  0.1630  7.3842  -1.8586
C  -1.7644  0.2650  3.7805
C  -1.8972  -4.3012  -3.5268
C  0.4319  6.2519  -3.9561
H  -0.7279  -3.2517  -0.5190
H  0.6563  8.3752  -3.6894
H  2.4103  -2.5763  4.4290
H  7.0054  3.4940  -2.2419
H  -4.7559  5.6361  0.4594
H  2.4558  -2.8922  -4.1018
H  -2.7518  -6.2231  -3.9264
H  -3.0126  2.0302  -1.0751
H  4.6293  -4.0528  3.1974
H  0.1101  4.1225  -3.8803
H  -4.3013  4.9392  2.7926
H  -4.1249  4.2023  -1.4349
H  1.9931  0.0150  -3.3115
H  3.8232  -4.6143  -0.9817
H  6.4591  1.1264  -1.7839
H  -0.8457  -2.1994  4.1454
H  5.2897  -4.9023  0.9691
H  0.3474  -1.3427  -4.9546
H  0.6334  6.2747  -5.0196
H  -1.4347  0.7829  4.6872
H  -2.0526  -3.9317  -4.5344
H  -3.0084  2.7356  4.2150
H  4.3815  -1.8373  -3.1267
H  0.4098  -1.1211  4.7543
H  5.1940  5.1769  -2.3637
H  -0.8693  -0.5861  2.1717
H  4.6923  -0.1876  -3.6717
H  2.8387  4.4859  -2.0212
H  2.2857  2.1541  -1.5967
H  1.6417  -3.4190  -0.7627
H  0.1395  8.2935  -1.2739
H  -2.5227  -0.4732  4.0921
H  1.8189  -2.3687  -2.5450
H  -2.4303  -7.0397  -1.6157
H  0.2267  -3.0797  -4.6747
H  2.6986  -0.5472  -4.8126
H  -1.4238  -5.5626  0.0925

***

Number 1: molar mass 777.89 g/mol. Number 2: molar mass 938.47 g/mol. Number 3: molar mass 858.11 g/mol. Number 4: molar mass 783.07 g/mol. Number 5: molar mass 916.70 g/mol.